# 1
A molecular structure, C46H52BN7O3P2S2SnTe. Source: the Open Molecules 2025 dataset; level of theory: ωB97M-V with the def2-TZVPD basis set.

The HOMO-LUMO gap comes out at 7.038 eV. The value obtained for the energy relative to the best compared isomer or geometry (same formula, charge and spin) is 0.3 kcal per mole. For the LUMO energy, the calculation gives -4.9 eV. The total charge is +2. Its HOMO energy is -11.9 eV. The value obtained for the energy is -119157.783 eV. As for the largest force on an atom: 0.58 eV/Å.

Element x y z (Å)
Sn1 -0.764 1.094 0.099
C1 -1.247 5.429 -1.946
N1 0.047 4.751 -1.830
C2 1.103 5.142 -2.767
C3 0.204 3.744 -1.002
O1 -0.696 3.334 -0.229
C4 1.520 2.974 -1.004
O2 1.537 2.107 0.122
C5 1.968 2.748 1.329
C6 0.971 2.522 2.464
O3 -0.098 1.957 2.219
N2 1.319 2.947 3.670
C7 2.602 3.598 3.930
C8 0.414 2.763 4.804
H1 -1.093 6.502 -1.851
H2 -1.910 5.081 -1.162
H3 -1.684 5.207 -2.919
H4 0.730 5.968 -3.365
H5 1.357 4.324 -3.441
H6 1.995 5.483 -2.243
H7 2.386 3.637 -1.006
H8 1.567 2.356 -1.905
H9 2.066 3.825 1.172
H10 2.952 2.359 1.598
H11 2.771 4.442 3.262
H12 3.434 2.898 3.849
H13 2.583 3.982 4.946
H14 -0.436 2.165 4.491
H15 0.071 3.733 5.162
H16 0.942 2.244 5.603
C9 3.850 -1.245 -1.232
N3 3.140 -0.862 -2.444
C10 3.726 -0.483 -3.627
C11 2.715 -0.202 -4.481
N4 1.521 -0.419 -3.833
B1 0.186 0.038 -4.592
N5 -1.106 -0.489 -3.907
C12 -1.761 -1.634 -4.316
C13 -2.993 -1.636 -3.768
N6 -3.094 -0.477 -3.024
C14 -4.282 -0.045 -2.299
C15 -1.939 0.210 -3.126
S1 -1.635 1.724 -2.340
C16 1.799 -0.812 -2.590
S2 0.656 -1.187 -1.330
H17 4.873 -0.884 -1.305
H18 3.854 -2.327 -1.110
H19 3.362 -0.786 -0.373
H20 4.793 -0.464 -3.756
H21 2.739 0.122 -5.506
H22 0.251 -0.448 -5.693
H23 0.187 1.241 -4.597
H24 -1.295 -2.341 -4.977
H25 -3.805 -2.335 -3.849
H26 -5.148 -0.526 -2.746
H27 -4.385 1.033 -2.379
H28 -4.215 -0.318 -1.246
Te1 3.393 -2.883 1.854
C17 3.359 -4.602 3.059
C18 4.442 -5.466 3.054
C19 4.381 -6.597 3.859
N7 3.336 -6.906 4.622
C20 2.306 -6.063 4.613
C21 2.266 -4.899 3.858
C22 1.298 -2.855 1.541
P1 0.374 -1.483 2.360
C23 -1.266 -2.183 2.732
C24 -1.508 -3.539 2.948
C25 -2.781 -3.979 3.278
C26 -3.823 -3.067 3.406
C27 -3.592 -1.715 3.198
C28 -2.318 -1.278 2.857
C29 1.117 -1.299 4.022
C30 0.615 -1.903 5.173
C31 1.235 -1.706 6.400
C32 2.367 -0.909 6.491
C33 2.866 -0.286 5.354
C34 2.233 -0.469 4.134
P2 0.834 -3.250 -0.004
C35 1.839 -4.396 -0.939
C36 2.041 -4.206 -2.303
C37 2.794 -5.123 -3.023
C38 3.336 -6.228 -2.383
C39 3.122 -6.427 -1.024
C40 2.375 -5.516 -0.297
C41 -0.896 -3.733 -0.191
C42 -1.969 -2.863 -0.361
C43 -3.263 -3.362 -0.381
C44 -3.494 -4.723 -0.261
C45 -2.426 -5.597 -0.109
C46 -1.133 -5.104 -0.066
H29 5.315 -5.288 2.438
H30 5.211 -7.293 3.880
H31 1.467 -6.327 5.248
H32 1.405 -4.245 3.905
H33 -0.698 -4.252 2.844
H34 -2.961 -5.033 3.443
H35 -4.813 -3.413 3.673
H36 -4.399 -1.003 3.306
H37 -2.134 -0.218 2.711
H38 -0.272 -2.523 5.123
H39 0.834 -2.181 7.285
H40 2.857 -0.771 7.445
H41 3.750 0.336 5.420
H42 2.619 0.028 3.250
H43 1.601 -3.358 -2.811
H44 2.950 -4.978 -4.083
H45 3.922 -6.943 -2.946
H46 3.540 -7.292 -0.527
H47 2.225 -5.663 0.766
H48 -1.813 -1.799 -0.466
H49 -4.099 -2.684 -0.492
H50 -4.505 -5.106 -0.285
H51 -2.599 -6.660 -0.018
H52 -0.309 -5.796 0.059

=====

# 2
A molecular structure, C46H52BiFN5O2Se. Source: the Open Molecules 2025 dataset; level of theory: ωB97M-V with the def2-TZVPD basis set.

The HOMO-LUMO gap comes out at 6.211 eV. The value obtained for the energy relative to the best compared isomer or geometry (same formula, charge and spin) is 59.0 kcal per mole. For the LUMO energy, the calculation gives 2.4 eV. The total charge is -1. Its HOMO energy is -3.8 eV. The value obtained for the energy is -133996.765 eV. As for the largest force on an atom: 1.00 eV/Å.

Element x y z (Å)
Bi1 -0.522 -0.020 0.033
C1 6.324 1.472 1.161
C2 4.855 1.914 1.169
C3 4.751 3.341 1.726
C4 4.213 1.780 -0.198
C5 4.499 2.787 -1.199
C6 3.965 2.846 -2.429
C7 3.037 1.784 -2.911
C8 2.638 0.760 -1.836
C9 2.615 -0.659 -2.436
C10 4.043 -1.073 -2.802
C11 1.723 -0.852 -3.668
C12 3.333 0.765 -0.482
N1 2.805 -0.116 0.400
C13 3.413 -1.076 1.105
C14 4.699 -1.613 0.830
C15 5.222 -2.686 1.525
C16 4.512 -3.299 2.549
C17 3.248 -2.807 2.858
C18 2.748 -1.738 2.160
F1 1.504 -1.282 2.528
H1 6.779 1.634 2.143
H2 6.893 2.029 0.412
H3 6.397 0.413 0.921
H4 4.314 1.249 1.849
H5 5.438 4.016 1.213
H6 5.001 3.352 2.789
H7 3.738 3.734 1.612
H8 5.202 3.566 -0.918
H9 4.219 3.644 -3.117
H10 3.394 1.380 -3.863
H11 2.269 -1.332 -1.653
H12 4.452 -0.412 -3.570
H13 4.041 -2.093 -3.191
H14 4.709 -1.033 -1.942
H15 2.173 -0.399 -4.557
H16 0.744 -0.413 -3.516
H17 1.592 -1.921 -3.846
H18 5.263 -1.160 0.026
H19 6.206 -3.060 1.264
H20 4.920 -4.143 3.089
H21 2.642 -3.253 3.637
N2 0.991 2.501 0.440
N3 1.240 2.744 -0.927
C19 1.284 1.586 -1.824
O1 1.640 2.186 -3.080
O2 0.068 0.951 -1.808
H22 0.605 3.354 0.830
H23 1.839 2.231 0.939
H24 2.060 3.317 -1.087
N4 -2.070 2.887 -2.543
C20 -1.821 3.566 -1.364
C21 -1.116 4.774 -1.399
C22 -0.948 5.543 -0.265
C23 -1.512 5.136 0.938
C24 -2.232 3.953 0.974
C25 -2.380 3.138 -0.146
C26 -3.226 1.910 -0.056
C27 -4.595 2.118 0.126
C28 -5.483 1.058 0.214
C29 -5.010 -0.240 0.120
C30 -3.648 -0.456 -0.029
C31 -2.732 0.592 -0.124
H25 -1.324 2.979 -3.215
H26 -2.293 1.914 -2.404
H27 -0.699 5.101 -2.344
H28 -0.399 6.476 -0.319
H29 -1.392 5.730 1.835
H30 -2.698 3.651 1.904
H31 -4.964 3.136 0.181
H32 -6.542 1.242 0.352
H33 -5.688 -1.084 0.167
H34 -3.296 -1.479 -0.074
N5 -0.588 0.949 3.321
C32 -1.815 0.316 3.507
C33 -3.014 1.010 3.335
C34 -4.230 0.393 3.568
C35 -4.278 -0.930 3.985
C36 -3.090 -1.622 4.174
C37 -1.869 -1.010 3.945
H35 -0.599 1.737 2.692
H36 0.185 0.318 3.160
H37 -2.981 2.039 3.009
H38 -5.148 0.948 3.416
H39 -5.228 -1.418 4.159
H40 -3.114 -2.655 4.500
H41 -0.946 -1.557 4.089
C38 -5.659 -5.901 -1.280
C39 -4.520 -4.917 -1.224
C40 -3.735 -4.785 -0.090
C41 -2.620 -3.950 -0.062
C42 -1.809 -3.826 1.197
C43 -2.295 -3.230 -1.215
Se1 -0.603 -2.275 -1.345
C44 -3.111 -3.297 -2.354
C45 -2.802 -2.487 -3.582
C46 -4.212 -4.144 -2.337
H42 -5.905 -6.280 -0.288
H43 -5.383 -6.749 -1.911
H44 -6.553 -5.447 -1.711
H45 -3.978 -5.361 0.797
H46 -2.038 -4.638 1.889
H47 -2.022 -2.879 1.702
H48 -0.744 -3.843 0.970
H49 -2.583 -1.455 -3.308
H50 -3.636 -2.505 -4.284
H51 -1.910 -2.881 -4.075
H52 -4.836 -4.213 -3.222

=====

# 3
5 unconnected molecules or ions with the total composition C46H53BF3N6O14S in a non-equilibrium geometry. Source: the Open Molecules 2025 dataset; level of theory: ωB97M-V with the def2-TZVPD basis set.

The HOMO-LUMO gap comes out at 5.966 eV. For the LUMO energy, the calculation gives -4.3 eV. The total charge is +1. Its HOMO energy is -10.2 eV. The value obtained for the energy is -105792.866 eV. As for the largest force on an atom: 11.98 eV/Å.

Element x y z (Å)
C1 -0.216 -1.433 -5.491
C2 -1.511 -1.448 -4.755
C3 -1.516 -0.897 -3.178
C4 -2.800 0.093 -2.841
C5 -4.297 -0.542 -2.685
B1 -4.372 -2.184 -2.663
O1 -4.885 -2.902 -3.884
O2 -3.985 -3.061 -1.525
N1 -2.255 0.824 -1.596
C6 -2.471 0.312 -0.168
C7 -1.104 -0.312 0.513
O3 -1.299 -1.591 1.212
C8 -0.180 -1.848 2.177
C9 0.655 -3.201 1.667
F1 0.129 -3.486 0.287
F2 0.354 -4.271 2.650
F3 2.100 -2.879 1.550
C10 -1.515 1.989 -1.837
C11 -0.785 2.867 -0.661
C12 -0.164 4.304 -1.144
C13 1.086 4.210 -2.201
C14 1.910 2.792 -2.181
C15 2.868 2.806 -3.552
C16 2.989 1.254 -4.066
O4 4.305 0.874 -4.602
C17 5.369 1.000 -3.569
O5 6.540 1.549 -3.997
C18 5.145 0.559 -1.985
C19 5.870 1.343 -0.949
S1 -1.471 2.358 -3.711
C20 -3.088 1.354 -3.894
C21 -4.197 2.485 -3.460
O6 -3.496 1.034 -5.272
C22 -2.397 1.619 -6.110
N2 -1.653 2.154 -7.055
H1 0.544 -2.308 -5.242
H2 0.117 -0.643 -6.288
H3 -2.463 -1.815 -5.329
H4 -0.496 -0.286 -3.078
H5 -1.401 -1.791 -2.395
H6 -4.782 -0.164 -1.668
H7 -5.048 -0.183 -3.540
H8 -4.113 -3.005 -4.545
H9 -3.494 -3.832 -1.984
H10 -3.298 -0.511 -0.080
H11 -2.865 1.243 0.467
H12 -0.773 0.478 1.344
H13 -0.235 -0.472 -0.273
H14 -0.597 -1.980 3.268
H15 0.625 -0.976 2.172
H16 0.052 2.201 -0.152
H17 -1.585 3.084 0.173
H18 0.107 4.924 -0.178
H19 -1.046 4.877 -1.703
H20 0.662 4.507 -3.269
H21 1.857 5.058 -1.909
H22 1.249 1.830 -2.278
H23 2.641 2.664 -1.258
H24 3.888 3.357 -3.389
H25 2.276 3.414 -4.392
H26 2.202 1.138 -4.956
H27 2.657 0.474 -3.247
H28 4.392 -0.323 -1.792
H29 5.271 2.149 -0.348
H30 7.031 1.131 -0.834
H31 -3.620 3.464 -3.093
H32 -4.787 2.835 -4.433
H33 -4.897 2.179 -2.574
C23 5.444 -5.655 0.402
C24 4.691 -4.734 1.133
C25 5.306 -3.611 1.688
C26 6.681 -3.415 1.500
C27 7.441 -4.341 0.774
C28 6.816 -5.463 0.225
N3 7.329 -2.222 2.060
O7 6.626 -1.436 2.713
O8 8.539 -2.068 1.845
H34 4.959 -6.526 -0.034
H35 3.623 -4.892 1.267
H36 4.705 -2.903 2.255
H37 8.510 -4.204 0.625
H38 7.396 -6.186 -0.343
C29 -2.572 10.217 -1.695
C30 -2.027 9.675 -0.529
C31 -0.937 8.806 -0.605
C32 -0.396 8.488 -1.858
C33 -0.946 9.025 -3.030
C34 -2.038 9.891 -2.942
N4 0.766 7.595 -1.943
O9 1.212 7.126 -0.885
O10 1.237 7.365 -3.066
H39 -3.419 10.899 -1.630
H40 -2.451 9.933 0.439
H41 -0.524 8.392 0.312
H42 -0.538 8.783 -4.010
H43 -2.470 10.314 -3.846
C35 -0.915 -0.883 8.879
C36 -2.032 -0.151 8.475
C37 -2.142 0.287 7.154
C38 -1.124 -0.020 6.240
C39 0.003 -0.748 6.645
C40 0.102 -1.178 7.970
N5 -1.245 0.416 4.844
O11 -2.248 1.074 4.529
O12 -0.341 0.096 4.059
H44 -0.836 -1.227 9.909
H45 -2.820 0.076 9.190
H46 -3.019 0.856 6.855
H47 0.802 -0.989 5.948
H48 0.972 -1.746 8.293
C41 -1.651 -6.193 4.887
C42 -2.425 -7.083 5.634
C43 -3.202 -8.047 4.988
C44 -3.193 -8.114 3.588
C45 -2.423 -7.217 2.836
C46 -1.652 -6.256 3.493
N6 -3.988 -9.141 2.904
O13 -4.671 -9.904 3.604
O14 -3.927 -9.189 1.667
H49 -1.043 -5.447 5.396
H50 -2.421 -7.027 6.720
H51 -3.800 -8.733 5.584
H52 -2.410 -7.254 1.749
H53 -1.048 -5.557 2.918

=====

# 4
A molecular structure, C46H53F9IN3O4PRbSSi3 in a non-equilibrium geometry. Source: the Open Molecules 2025 dataset; level of theory: ωB97M-V with the def2-TZVPD basis set.

The HOMO-LUMO gap comes out at 5.347 eV. The value obtained for the energy relative to the best compared isomer or geometry (same formula, charge and spin) is 20.2 kcal per mole. For the LUMO energy, the calculation gives 3.4 eV. The total charge is -2. Its HOMO energy is -2.0 eV. The value obtained for the energy is -138202.955 eV. As for the largest force on an atom: 1.92 eV/Å.

Element x y z (Å)
Rb1 0.399 0.211 0.186
C1 -2.468 2.037 -3.292
Si1 -3.037 0.447 -2.391
C2 -1.739 -0.892 -2.840
C3 -4.649 -0.067 -3.332
C4 -3.337 0.663 -0.560
Si2 -4.106 -0.715 0.427
C5 -6.028 -0.556 0.565
C6 -3.485 -0.852 2.237
C7 -3.828 -2.473 -0.287
Si3 -3.511 2.389 0.102
C8 -3.488 2.568 2.007
C9 -5.139 3.270 -0.474
C10 -2.114 3.594 -0.428
C11 -2.324 4.954 -0.649
C12 -1.267 5.776 -0.994
C13 -0.014 5.207 -1.144
C14 0.109 3.842 -0.925
N1 -0.899 3.069 -0.560
H1 -2.485 1.931 -4.374
H2 -1.457 2.287 -2.997
H3 -3.098 2.880 -3.031
H4 -1.623 -1.021 -3.914
H5 -2.016 -1.855 -2.426
H6 -0.767 -0.616 -2.442
H7 -4.506 -0.166 -4.406
H8 -5.435 0.665 -3.168
H9 -5.013 -1.018 -2.956
H10 -6.276 0.388 1.040
H11 -6.499 -1.347 1.141
H12 -6.482 -0.550 -0.421
H13 -4.138 -0.330 2.928
H14 -2.501 -0.406 2.321
H15 -3.419 -1.886 2.569
H16 -4.276 -2.580 -1.269
H17 -4.265 -3.224 0.368
H18 -2.767 -2.694 -0.385
H19 -4.307 2.021 2.457
H20 -3.562 3.603 2.329
H21 -2.564 2.167 2.402
H22 -5.981 2.603 -0.322
H23 -5.098 3.496 -1.535
H24 -5.356 4.195 0.055
H25 -3.316 5.366 -0.541
H26 -1.413 6.841 -1.147
H27 0.846 5.803 -1.412
H28 1.061 3.349 -1.056
C15 1.169 1.267 -4.819
C16 1.685 0.620 -3.535
O1 1.405 1.150 -2.465
C17 2.459 -0.595 -3.656
C18 2.924 -1.055 -4.896
C19 3.630 -2.224 -5.028
C20 3.898 -2.995 -3.890
C21 3.458 -2.593 -2.664
C22 2.711 -1.381 -2.466
O2 2.296 -1.064 -1.322
H29 0.506 2.084 -4.545
H30 0.618 0.546 -5.418
H31 1.996 1.661 -5.407
H32 2.738 -0.465 -5.785
H33 3.980 -2.550 -6.000
H34 4.457 -3.918 -3.992
H35 3.663 -3.184 -1.779
O3 -0.136 0.856 2.610
H36 0.068 1.593 2.021
H37 0.730 0.407 2.664
S1 5.164 -0.111 2.852
C23 3.585 -0.277 2.601
N2 2.433 -0.362 2.432
F1 -6.430 -6.211 3.677
C24 -5.219 -6.773 3.929
F2 -5.192 -6.953 5.265
F3 -5.307 -8.014 3.400
C25 -4.075 -5.976 3.408
C26 -3.366 -5.121 4.256
C27 -2.352 -4.338 3.750
C28 -2.015 -4.367 2.393
C29 -2.736 -5.235 1.558
C30 -3.746 -6.029 2.051
P1 -0.858 -3.154 1.637
C31 0.073 -4.298 0.535
C32 0.451 -3.784 -0.706
C33 1.000 -4.597 -1.678
C34 1.183 -5.953 -1.413
C35 0.827 -6.481 -0.171
C36 0.280 -5.658 0.792
C37 1.691 -6.856 -2.488
F4 2.566 -6.278 -3.322
F5 2.302 -7.965 -2.017
F6 0.694 -7.329 -3.283
C38 0.296 -2.874 3.041
C39 1.554 -3.453 3.166
C40 2.377 -3.120 4.227
C41 1.947 -2.195 5.169
C42 0.701 -1.592 5.041
C43 -0.110 -1.921 3.975
C44 2.802 -1.868 6.354
F7 4.117 -1.946 6.136
F8 2.570 -0.652 6.874
F9 2.569 -2.729 7.392
H38 -3.609 -5.084 5.308
H39 -1.811 -3.687 4.419
H40 -2.508 -5.279 0.502
H41 -4.285 -6.707 1.404
H42 0.316 -2.730 -0.907
H43 1.298 -4.178 -2.627
H44 0.987 -7.530 0.037
H45 0.002 -6.072 1.753
H46 1.913 -4.147 2.419
H47 3.362 -3.557 4.311
H48 0.388 -0.848 5.759
H49 -1.058 -1.418 3.847
N3 3.534 1.306 -0.243
C45 3.133 2.082 0.770
O4 1.976 2.350 1.027
C46 4.263 2.760 1.525
I1 4.477 4.734 0.715
H50 2.844 0.718 -0.724
H51 4.474 0.944 -0.249
H52 5.218 2.256 1.424
H53 4.006 2.888 2.571

=====

M readings, ordered: 1134.2; 1013.9; 1013.8; 1242.6 g/mol